[1]
DFT (the ωB97M-V functional and the def2-TZVPD basis) results for a 6-piece molecular cluster, C13H36O6 overall at a distorted geometry.

Geometry as XYZ:
```
55
Properties=species:S:1:pos:R:3:forces:R:3:nbo_charge:R:1
H -3.253 7.127 2.252 -0.1 0.0 -0.1 0.20
C -3.563 4.960 2.378 -1.3 1.7 0.1 -0.06
C -3.795 6.353 1.709 -0.6 -1.3 -0.3 -0.64
H 1.878 4.798 -4.534 0.2 0.2 0.0 0.17
H 1.308 -4.721 -0.878 0.0 0.9 -0.1 0.18
H 2.156 2.647 -5.003 0.9 -0.4 0.2 0.07
C 7.184 0.113 -1.056 -1.6 1.8 0.1 -0.07
H -5.234 -1.498 5.252 -0.7 0.5 -0.1 0.07
H -0.162 -0.073 -0.157 0.4 -0.2 -1.4 0.57
H -4.845 6.605 1.559 -0.1 0.1 0.5 0.20
C 1.249 -5.098 -1.899 0.0 0.0 0.2 -0.65
H 1.470 -4.398 -2.705 -0.6 0.6 0.3 0.20
O 7.989 -0.725 -0.354 1.6 -2.2 0.9 -0.71
H 7.646 1.740 0.400 0.0 -0.4 0.0 0.21
H 8.690 1.570 -1.038 0.0 0.6 0.0 0.19
H -0.143 -6.369 -2.951 0.7 -0.9 -0.3 0.10
H -0.689 -6.329 0.145 0.0 0.7 -0.3 0.20
C -0.128 -5.787 -2.029 -3.2 0.7 0.2 0.09
H -3.415 6.257 0.692 0.3 0.2 0.1 0.22
O 0.321 1.796 -4.534 1.0 2.2 -0.5 -0.97
H 0.135 4.817 -4.433 -0.4 -0.2 -0.4 0.17
O -1.296 -4.994 -2.193 2.1 0.0 0.5 -0.96
H -4.179 4.157 1.976 0.2 0.1 -0.4 0.18
H 0.616 -7.205 -0.636 0.4 -0.4 0.4 0.15
H -3.793 4.986 3.443 -0.3 0.1 0.1 0.15
H -5.999 -3.184 6.466 -0.7 0.4 0.0 0.17
H -0.497 1.092 0.875 0.1 1.1 -0.1 0.56
C 7.662 1.566 -0.676 -1.0 -1.1 -1.1 -0.63
H -1.021 -7.574 -1.011 -0.3 0.2 -0.4 0.18
H -2.607 -2.905 5.750 0.0 -0.2 0.0 0.19
H -1.129 -0.306 1.027 -1.1 -1.0 0.6 0.57
H 1.015 3.957 -3.232 0.2 0.0 0.2 0.19
C -5.498 -3.569 5.578 0.2 1.1 0.1 -0.65
H 1.060 2.410 -7.292 0.3 -0.7 0.5 0.19
H 2.145 -5.717 -1.947 -0.1 -1.0 -0.1 0.17
H -6.208 -3.765 4.774 -0.1 -0.6 0.3 0.21
H -2.877 -1.193 5.658 -0.2 0.2 0.0 0.18
O -4.210 -2.391 3.652 -1.2 -0.4 2.8 -0.97
C -4.642 -2.385 5.028 3.1 0.3 -1.6 0.13
C -3.348 -2.131 5.953 -0.9 -0.5 -0.9 -0.65
H -3.582 -2.117 7.017 0.0 0.0 0.3 0.15
H -1.800 5.116 2.993 0.4 -0.1 -0.2 0.46
H 6.162 -0.146 -0.779 -0.2 0.6 0.6 0.18
O -2.214 4.701 2.233 1.6 -0.9 0.1 -0.72
C 1.092 2.880 -5.030 -1.4 -3.0 -0.9 0.10
H 8.780 -0.917 -0.862 0.1 0.0 0.1 0.46
C -0.354 -6.737 -0.809 1.1 -0.7 -0.6 -0.63
H 7.039 2.335 -1.133 0.3 0.1 -0.2 0.21
C 1.010 4.181 -4.299 -0.2 0.8 1.2 -0.63
H 1.508 3.985 -6.828 -0.4 0.7 -0.2 0.16
C 0.843 3.170 -6.542 -0.1 -0.2 0.2 -0.64
H -0.227 3.328 -6.676 -0.1 0.7 0.0 0.19
O -0.329 0.154 0.760 0.3 -0.2 0.7 -0.76
H 7.098 -0.147 -2.110 0.8 0.6 -0.5 0.17
H -5.016 -4.424 6.052 0.6 -0.4 -1.0 0.18
```
Positions in Å, forces in eV/Å.

Results
Multiplicity: 1
Maximum force in eV/A: 3.5
DFT total energy in Ha: -967.9466
Charge: -2

[2]
DFT (the ωB97M-V functional and the def2-TZVPD basis) results for a 5-piece molecular cluster, C13H37N2O21P4S2 overall at a distorted geometry.

Geometry as XYZ:
```
79
Properties=species:S:1:pos:R:3:forces:R:3:mulliken_charge:R:1
H -1.938 -6.877 5.965 -0.2 0.0 -0.3 0.21
C 2.080 7.234 -2.728 -0.6 0.6 0.0 -0.63
H 4.887 6.422 -4.264 0.0 0.0 -0.1 0.26
H 1.634 6.756 -3.605 -0.1 0.2 0.2 0.26
H -1.974 -8.642 6.024 0.4 -0.1 -0.1 0.32
H 2.192 3.929 -5.210 0.0 0.0 -0.1 -0.04
O -1.052 2.541 -6.915 0.8 -0.4 1.6 -0.33
H -0.809 0.522 -7.186 0.0 0.2 0.0 0.28
O -5.665 -3.504 5.429 1.6 -2.8 -3.5 -0.62
O 0.272 4.223 -5.856 -0.8 -1.6 2.8 -0.28
C 2.778 0.388 4.102 0.5 -0.4 0.4 -0.73
O -0.445 -7.857 4.918 3.7 -1.3 -0.3 -0.49
H 6.321 5.369 -4.228 -0.1 0.0 0.0 0.27
H 1.318 7.378 -1.951 0.1 -0.1 -0.3 0.26
H -1.337 -9.677 3.182 0.3 0.0 0.0 0.25
H 0.921 3.390 -4.087 0.4 0.0 0.0 0.20
O -2.093 -1.668 3.115 -4.9 -1.3 1.4 -0.61
H 1.257 3.693 -0.415 0.1 0.4 0.1 0.25
C 3.912 1.319 1.105 0.0 0.8 -0.5 -0.50
H 2.454 8.218 -3.024 0.1 -0.1 0.1 0.27
H 0.446 -9.495 3.288 -0.3 -0.1 0.0 0.34
C -3.948 3.515 -6.533 -0.1 0.7 -0.3 -0.59
H 2.611 0.353 5.181 -0.1 0.1 -0.1 0.28
H 2.453 -0.564 3.671 0.2 0.2 0.2 0.36
H -4.240 4.546 -6.323 0.1 -0.1 -0.2 0.23
H -2.477 1.108 -7.330 0.1 0.0 0.3 0.25
H 3.853 0.530 3.928 -0.2 -0.2 -0.1 0.26
H 3.731 1.816 0.150 0.1 0.2 0.3 0.14
H -1.703 0.955 -5.717 -0.1 -0.1 -0.3 0.35
C -1.785 -7.783 5.374 -0.7 0.7 0.2 -0.56
O -0.049 2.140 2.657 0.1 -3.2 -1.0 -0.34
O -0.963 -5.755 4.002 1.9 -0.4 0.4 -0.49
H -1.224 0.449 2.708 -0.3 0.0 0.4 0.31
H -4.404 -1.177 3.408 0.7 -1.0 0.7 0.12
O 1.677 2.603 1.253 -0.8 -1.6 -0.2 -0.65
S -3.409 -2.068 3.889 6.1 -0.6 1.9 0.76
S -4.973 -4.455 4.423 3.8 0.7 5.1 0.94
H -0.029 4.820 -0.855 0.0 0.1 -0.5 0.31
H 4.765 0.647 0.976 -0.3 -0.3 0.1 0.27
O 2.787 0.544 1.481 -2.2 -3.1 0.6 -0.44
H -0.476 0.917 4.265 -0.1 -0.1 0.0 0.27
N -3.778 -3.701 3.393 -2.1 1.6 1.9 -0.32
P 1.369 1.342 2.069 5.1 9.2 -0.2 1.15
O -1.814 4.960 -6.374 0.4 -0.6 1.6 -0.64
O 1.518 4.727 -2.188 0.0 0.2 -4.2 -0.22
O 0.578 -5.797 2.333 2.5 -1.7 1.5 -0.20
C -7.067 -3.875 3.184 -1.8 2.5 0.6 0.76
O 3.157 6.476 -2.199 0.2 -0.4 -1.8 -0.35
O -3.087 -1.895 5.393 -2.3 -0.3 -4.5 -0.58
C -0.941 1.289 3.348 -0.8 -0.5 0.6 -0.65
C 1.055 4.674 -0.850 0.2 -0.6 1.0 -0.59
O -4.237 -5.666 5.119 -3.6 3.9 -3.3 -0.55
C 5.235 5.399 -4.102 0.5 0.3 -0.4 -0.69
C -1.541 1.217 -6.767 -0.3 -0.8 -0.2 -0.70
H 1.278 2.443 -5.562 0.2 0.0 0.0 0.33
H -4.838 2.888 -6.429 0.3 -0.2 0.3 0.25
H 4.165 2.056 1.878 -0.2 0.0 -0.2 0.28
O -2.981 3.074 -5.596 1.5 -1.9 2.9 -0.47
O 3.556 4.123 -1.184 -0.2 -0.5 -1.8 -0.62
H -3.578 3.424 -7.561 0.1 0.2 0.2 0.31
O 4.916 4.974 -2.793 -1.9 -0.6 -2.7 -0.28
H 1.638 -7.171 1.214 0.1 -0.1 -0.1 0.26
P 3.217 4.850 -2.491 1.3 0.8 10.5 1.01
P 0.066 -6.827 3.625 -10.0 3.5 -0.5 0.95
H -1.838 1.855 3.609 0.1 0.0 0.0 0.29
O 2.063 1.487 3.562 -1.2 -1.3 -0.1 -0.33
O -7.874 -2.785 3.090 6.7 -9.4 0.5 -0.49
H 1.509 5.464 -0.239 0.1 -0.2 -0.1 0.24
C 1.779 -6.209 1.714 0.3 0.1 -0.6 -0.70
H 2.067 -5.461 0.970 -0.1 -0.1 0.1 0.23
H 4.775 4.730 -4.833 0.2 0.1 -0.2 0.28
P -1.354 3.649 -5.726 -2.9 5.0 -9.0 1.15
C -0.444 -9.258 2.699 -0.2 -0.6 0.0 -0.71
H 2.573 -6.292 2.460 0.3 0.0 -0.2 0.32
H -2.493 -7.818 4.537 0.2 0.3 0.1 0.29
N -6.264 -5.012 3.328 -4.2 6.7 -0.8 -0.42
H -0.341 -9.724 1.715 0.0 0.2 0.0 0.27
C 1.212 3.449 -5.139 0.5 -0.5 0.3 -0.28
O -0.612 -7.860 2.527 1.8 -0.3 -0.1 -0.30
```
Positions in Å, forces in eV/Å.

Results
Multiplicity: 1
Maximum force in eV/A: 11.5
DFT total energy in Ha: -4368.2950
Charge: -1

[3]
DFT (the ωB97M-V functional and the def2-TZVPD basis) results for C13H37N5O4Rb as an isolated structure at a distorted geometry.

Geometry as XYZ:
```
60
Properties=species:S:1:pos:R:3:forces:R:3:nbo_charge:R:1
H -1.175 2.993 -1.031 0.5 1.0 -0.4 0.36
C -2.493 2.995 0.413 -1.0 1.3 2.3 0.75
H -2.550 1.641 -1.020 -1.1 -0.7 0.2 0.38
H 1.033 1.367 -2.810 0.1 0.0 -0.2 0.16
H 2.267 2.478 -2.177 0.0 -0.4 0.8 0.20
H 2.234 4.119 -7.156 -0.1 0.0 0.1 0.22
H 2.233 -0.597 1.405 0.8 -0.5 0.0 0.35
N 1.689 -1.248 1.961 -1.3 0.7 0.7 -0.88
H 1.244 -3.131 6.345 -0.3 -0.4 0.3 0.17
H -2.027 -2.128 -1.304 0.1 -0.1 0.1 0.18
O 0.801 3.403 -3.175 -0.3 -0.5 0.1 -0.56
H 2.390 -1.451 4.447 -0.4 0.1 0.3 0.16
H -1.267 4.460 -0.040 0.4 -0.1 -0.5 0.43
H -1.621 -5.553 1.912 0.5 0.0 0.2 0.17
H -2.460 -1.727 2.062 -0.1 0.8 0.5 0.39
H -3.494 -0.667 1.316 0.5 0.5 0.8 0.36
H 0.130 5.591 -4.108 -0.3 1.0 0.0 0.35
H 2.333 2.914 -4.573 -0.2 -0.5 0.4 0.18
C 2.276 -2.476 4.075 -0.2 -0.5 -0.9 -0.06
H 0.599 2.321 -1.410 0.3 0.5 0.2 0.14
N -2.654 -1.228 1.191 -1.5 -1.1 -0.1 -0.90
C 1.865 3.759 -4.056 0.4 0.5 -0.6 -0.08
C -2.429 -3.585 0.804 -0.5 -0.2 -0.9 -0.06
H 3.363 4.568 -5.899 0.2 0.2 -0.2 0.21
C 2.384 4.809 -6.325 0.7 -0.9 0.4 -0.62
H -3.240 -0.939 -1.207 -0.6 -0.1 -0.1 0.20
C -3.263 -2.357 0.418 1.3 -0.7 -0.7 -0.08
H -3.612 1.367 0.435 -0.3 -0.2 -0.8 0.42
H 1.422 -0.666 2.751 -0.3 0.0 0.0 0.36
C 1.195 2.336 -2.322 0.2 0.3 -1.2 -0.24
H 0.033 -2.031 5.817 -0.3 0.0 -0.3 0.17
H -3.584 -2.616 -1.807 -0.5 0.1 0.3 0.24
N 0.834 5.914 -4.771 0.2 -1.2 0.8 -0.82
H -2.639 -5.562 3.287 -0.1 0.4 0.3 0.20
H 4.309 -1.272 2.630 -0.2 0.1 0.1 0.21
H 2.455 5.806 -6.752 -0.3 0.2 0.3 0.23
H 2.645 4.250 -3.465 0.0 0.2 -0.1 0.18
H 0.505 4.017 -5.596 0.1 -0.1 -0.2 0.16
C 2.423 -2.399 2.542 1.6 0.8 -0.9 -0.06
C -1.950 -4.917 2.739 -0.3 -0.7 -0.8 -0.25
C 1.351 4.606 -5.210 -0.7 0.7 -0.7 -0.07
H 2.075 -3.261 1.976 -0.1 -0.4 0.7 0.21
C 0.441 -3.025 5.605 1.6 0.8 0.8 -0.25
Rb -0.321 0.079 0.258 0.1 -0.1 0.1 0.96
C -3.090 -2.009 -1.050 1.1 0.0 -0.4 -0.61
H -1.382 -3.409 0.520 0.3 0.3 0.6 0.15
N -2.838 1.776 -0.059 0.2 -0.5 -0.1 -0.88
H -0.311 -3.792 5.755 0.0 -0.1 -0.3 0.20
H 0.387 6.359 -5.563 -0.2 0.0 0.1 0.36
H -4.302 -2.581 0.662 0.0 0.3 0.2 0.20
H -1.134 -4.590 3.380 0.1 0.1 -0.2 0.19
O 1.051 -3.112 4.333 -1.1 -0.1 -0.6 -0.55
H -2.684 -4.444 0.172 -0.4 -0.1 0.2 0.18
H 4.552 -2.994 2.536 -0.2 -0.1 0.1 0.23
C 3.902 -2.186 2.191 0.7 -0.4 0.1 -0.63
H 4.087 -2.129 1.117 -0.3 0.1 -0.1 0.21
H 3.100 -3.055 4.499 0.1 -0.1 0.0 0.19
O -2.658 -3.825 2.167 0.0 0.4 0.2 -0.56
O -3.055 3.573 1.335 0.2 -0.7 -0.7 -0.62
N -1.373 3.463 -0.166 0.7 0.3 -0.3 -0.84
```
Positions in Å, forces in eV/Å.

Results
Multiplicity: 1
Maximum force in eV/A: 2.9
Energy relative to the best compared isomer or geometry (same formula, charge and spin) in kcal per mole: 54.43
DFT total energy in Ha: -1116.0917
Charge: +1

[4]
DFT (the ωB97M-V functional and the def2-TZVPD basis) results for C13H38AsInN3O8P2SSi2 as an isolated structure.

Geometry as XYZ:
```
69
Properties=species:S:1:pos:R:3:forces:R:3:nbo_charge:R:1
H 2.576 4.161 0.374 0.0 0.0 0.0 0.24
H -1.989 -1.141 -2.422 0.0 0.0 -0.1 0.24
H 0.759 -0.880 -3.445 0.1 -0.1 0.0 0.24
H 2.633 -6.307 0.465 -0.1 0.0 0.0 0.25
H -4.934 -3.563 0.617 0.0 0.0 0.0 0.21
H 1.307 -0.491 5.453 0.0 0.0 0.0 0.25
H -4.814 -2.608 2.799 0.0 0.0 0.0 0.22
N -3.447 -2.065 0.358 -0.2 -0.1 0.0 -0.57
S -2.303 0.299 0.651 0.1 -0.1 0.1 -0.29
O 0.607 0.859 -1.666 -0.1 -0.2 0.3 -1.17
H 1.298 -6.101 -0.681 0.0 0.0 0.1 0.24
H -0.658 -4.774 -4.214 0.1 0.0 0.1 0.25
H 1.829 -3.366 2.544 0.1 0.0 0.0 0.24
C -1.942 -2.106 -2.939 -0.2 0.1 0.0 -1.14
O 0.239 3.395 -1.293 -0.1 -0.1 0.2 -0.98
H 0.084 -1.665 4.931 0.0 0.0 0.0 0.25
P 0.855 2.036 -0.742 -0.1 0.3 -0.3 2.38
H 2.818 -2.160 1.703 0.0 -0.1 0.1 0.25
H -0.958 -5.301 -2.546 0.0 0.0 -0.1 0.24
C 3.314 -3.559 -1.185 0.2 0.1 -0.1 -1.14
C 0.450 -0.104 3.532 0.1 0.0 0.0 0.71
H 0.808 1.597 2.458 0.0 -0.1 -0.1 0.45
Si -0.292 -2.921 -2.617 -0.1 -0.1 0.2 1.45
H -3.410 -1.726 -0.589 0.1 0.0 -0.1 0.43
H 4.252 -4.080 -0.956 -0.1 0.1 0.0 0.25
P 3.301 0.615 -0.625 0.1 -0.2 0.0 2.38
C -3.853 -3.458 0.537 0.1 0.1 0.0 -0.42
H -0.712 3.488 -1.113 0.2 0.0 -0.1 0.53
O 2.530 -0.151 0.410 -0.1 0.1 -0.1 -1.14
C 1.724 -5.733 0.258 0.0 -0.2 0.0 -1.13
O 0.172 -0.866 2.582 0.3 0.5 -0.1 -0.70
H 2.438 0.044 -2.486 0.1 -0.1 0.1 0.55
H -3.316 -3.193 3.553 0.0 0.0 0.0 0.21
H 4.184 3.444 0.243 0.0 0.0 0.0 0.24
H 2.967 -3.906 -2.162 0.1 0.0 0.1 0.24
O 3.121 2.901 -2.007 0.0 0.0 0.3 -0.69
C 3.125 3.219 0.373 0.1 0.0 0.0 -0.64
C -3.912 -2.311 3.324 0.1 0.1 0.0 -0.42
H 0.703 -5.123 -3.134 -0.1 0.0 0.0 0.24
N 0.836 1.165 3.378 -0.1 -0.3 -0.1 -0.78
H 3.524 -3.728 2.145 -0.1 0.0 0.0 0.25
H -2.776 -2.734 -2.606 0.0 0.0 0.0 0.22
H 2.971 2.720 1.332 0.0 0.0 0.0 0.22
Si 2.068 -3.906 0.148 -0.3 -0.1 0.0 1.47
C 1.011 -1.944 -3.519 0.2 0.2 0.0 -1.15
C -0.305 -4.695 -3.180 0.1 -0.2 -0.1 -1.14
H -4.211 -1.845 4.258 0.0 0.0 0.0 0.23
H -3.369 -3.893 1.402 0.1 0.0 0.0 0.22
H 2.012 -2.110 -3.112 -0.1 0.0 -0.1 0.25
O 0.410 1.718 0.671 -0.1 -0.1 -0.2 -1.18
C 2.655 2.346 -0.782 0.0 -0.2 -0.2 -0.47
H -2.719 -0.579 3.070 0.0 0.0 0.0 0.42
H 1.023 -2.220 -4.579 0.0 0.0 0.1 0.25
H 5.099 0.882 0.572 -0.1 -0.1 -0.2 0.53
H 3.529 -2.488 -1.252 0.0 -0.1 -0.1 0.25
O 4.853 0.660 -0.340 0.0 0.1 0.2 -0.96
As -0.121 -3.067 -0.254 0.2 0.4 -0.1 -0.71
H -0.402 -0.047 5.493 0.0 0.0 0.0 0.24
In 0.204 -0.582 0.280 -0.2 0.0 0.3 1.44
O 3.317 -0.023 -2.062 -0.1 0.2 0.1 -0.97
H -3.510 -4.013 -0.332 0.0 0.0 -0.1 0.23
C -3.027 -1.170 1.241 -0.1 0.0 -0.1 0.40
C 2.614 -3.230 1.793 0.1 0.1 0.2 -1.14
N -3.156 -1.324 2.554 0.0 0.0 0.1 -0.57
H -2.080 -1.915 -4.007 0.0 0.0 0.1 0.25
H 2.450 2.866 -2.698 0.0 0.0 0.0 0.49
H 1.001 -5.932 1.053 0.0 0.0 0.0 0.24
H 0.998 1.744 4.183 0.0 0.0 0.1 0.41
C 0.351 -0.613 4.941 0.0 0.0 0.1 -0.71
```
Positions in Å, forces in eV/Å.

Results
Multiplicity: 1
Maximum force in eV/A: 0.6
Energy relative to the best compared isomer or geometry (same formula, charge and spin) in kcal per mole: 0.00
DFT total energy in Ha: -5370.3541
Charge: +1

Look up the multiplicity of the first one. 1

The lowest DFT total energy belongs to which entry? C13H38AsInN3O8P2SSi2